# C27H42N6O10Sn

C27H42N6O10Sn as an isolated structure (the ωB97M-V functional and the def2-TZVPD basis, OMol25).

Largest force on an atom, eV/A: 0.74
E_LUMO, eV: -6.06
Relative energy (zero: lowest compared OMol25 entry of this formula, charge and spin), kcal/mol: 0.0
Net charge: +2

Each line ends with the Mulliken charge.
Atoms and positions in Å:
Sn1 -0.58295 -0.23319 0.66617  1.8773
C1 -3.76133 -0.22989 3.90036  -1.7270
C2 -2.94293 -0.50712 2.64027  -0.0669
C3 -3.79409 -1.41437 1.69063  -1.6399
C4 -3.27213 -2.57575 0.77913  1.5878
C5 -2.13575 -3.37181 1.39955  -1.7889
C6 -4.46278 -3.50997 0.54223  -1.8196
N1 -2.91771 -2.06287 -0.65750  0.5899
C7 -1.64952 -2.46425 -1.38135  -0.8805
C8 -1.07083 -1.33038 -2.27066  -1.4259
N2 0.12004 -0.68164 -1.63057  0.6584
C9 1.25201 -1.67810 -1.68756  -0.7430
C10 1.85204 -1.99819 -0.31525  0.2058
O1 3.13552 -1.78433 -0.02179  -0.3293
O2 1.14529 -2.54896 0.49553  -0.5591
C11 0.60231 0.61467 -2.28800  0.8147
C12 0.46625 0.53657 -3.80865  -1.8315
C13 -0.02425 1.95704 -1.83142  -2.3610
C14 0.19525 2.74934 -0.49023  0.9902
C15 1.65878 3.16595 -0.17185  -1.3269
C16 -0.47810 4.11651 -0.75056  -1.7237
N3 -0.56574 2.04531 0.57623  1.1024
C17 -0.73105 2.58353 1.95090  -1.0245
C18 -1.54778 1.57993 2.82206  -1.0923
N4 -2.45671 0.76088 2.01072  0.8526
C19 -3.49140 1.51033 1.30598  -1.1110
C20 -3.56880 1.06121 -0.15512  0.3627
O3 -4.57128 1.18575 -0.81019  -0.6235
O4 -2.45060 0.50576 -0.61010  -0.5403
H1 -3.96879 -1.16199 4.42570  0.5115
H2 -4.72056 0.23479 3.66432  0.3414
H3 -3.22598 0.41955 4.59248  0.3991
H4 -2.04274 -1.05700 2.93727  0.4344
H5 -4.50539 -0.81358 1.11748  0.5361
H6 -4.43714 -1.95731 2.38558  0.6467
H7 -2.46251 -3.69194 2.38996  0.4520
H8 -1.20537 -2.82184 1.52410  0.2841
H9 -1.92529 -4.27533 0.82627  0.5116
H10 -4.75553 -3.99153 1.47348  0.4706
H11 -4.19954 -4.29762 -0.16712  0.4442
H12 -5.32867 -2.96134 0.16196  0.5148
H13 -2.91437 -1.01275 -0.66023  -0.3558
H14 -3.70454 -2.32455 -1.24850  0.5672
H15 -1.88867 -3.33027 -1.99414  0.6217
H16 -0.91599 -2.78663 -0.64277  0.2779
H17 -1.82496 -0.57517 -2.47618  0.6976
H18 -0.77507 -1.76910 -3.22356  0.6862
H19 1.97970 -1.37962 -2.43649  0.7153
H20 0.87207 -2.64096 -2.02588  0.6622
H21 1.66318 0.64999 -2.05380  -0.0097
H22 -0.57167 0.63483 -4.13058  0.3938
H23 0.86169 -0.39908 -4.20530  0.3764
H24 1.03070 1.34556 -4.27109  0.5404
H25 -1.10809 1.89472 -1.96100  0.2853
H26 0.29964 2.65826 -2.60458  0.8191
H27 2.24761 3.15672 -1.08883  0.3654
H28 3.27792 2.88077 1.04367  0.6015
H29 1.67165 4.16180 0.26246  0.6113
H30 0.06197 4.68115 -1.51276  0.4917
H31 -0.50746 4.72538 0.15299  0.5183
H32 -1.49655 3.97248 -1.11456  0.3174
H33 -1.49798 2.02874 0.16817  -0.0264
H34 -1.23118 3.55201 1.91964  0.5302
H35 0.24675 2.73129 2.40787  0.2840
H36 -2.05649 2.14770 3.60583  0.5558
H37 -0.86194 0.89408 3.32988  0.5322
H38 -3.27199 2.58177 1.32629  0.5242
H39 -4.48071 1.41253 1.75499  0.5200
O5 2.46130 2.38786 0.84359  -0.4241
C21 2.70930 0.93011 0.34467  0.6827
O6 1.60947 0.42269 0.21733  -1.6422
C22 3.95487 0.50785 0.05272  -0.4225
C23 5.19350 1.10804 0.44633  -0.2072
C24 6.35059 0.49511 0.16199  -1.4875
C25 6.41998 -0.75377 -0.56533  -0.5917
C26 5.28790 -1.33318 -0.95877  -0.9152
C27 3.91914 -0.79582 -0.72766  1.8703
N5 5.32611 -2.53134 -1.80882  1.0660
O7 6.35192 -3.15574 -1.88033  -0.6136
O8 4.29515 -2.76996 -2.43006  -0.5771
N6 7.60851 1.11984 0.60552  1.0172
O9 8.62726 0.50986 0.37713  -0.5852
O10 7.51801 2.15135 1.24420  -0.6167
H40 5.25163 2.02218 1.02646  0.5221
H41 7.38110 -1.18841 -0.80413  0.6563
H42 3.45482 -0.62514 -1.69682  0.1915

Cartesian forces, eV/Å:
Sn -0.15 -0.01 -0.01
C -0.02 -0.01 0.01
C 0.01 0.03 -0.01
C -0.02 -0.01 0.03
C 0.01 0.00 0.02
C -0.01 -0.03 0.02
C 0.00 0.00 -0.01
N 0.04 0.17 -0.01
C -0.02 0.00 0.02
C 0.02 0.01 0.02
N 0.07 -0.03 -0.06
C -0.06 0.18 -0.02
C 0.11 -0.29 -0.02
O -0.04 -0.07 0.04
O 0.02 0.13 -0.05
C -0.05 -0.10 0.01
C -0.01 0.00 -0.02
C -0.01 0.06 -0.01
C 0.02 0.00 -0.04
C 0.03 -0.02 0.09
C 0.02 0.00 -0.01
N -0.02 0.04 0.04
C 0.01 0.02 -0.02
C 0.00 0.00 0.03
N -0.03 0.01 0.00
C 0.01 0.00 0.00
C -0.10 -0.03 -0.06
O 0.11 -0.03 0.08
O -0.03 -0.10 -0.01
H 0.00 0.01 0.00
H 0.01 0.00 0.00
H 0.00 -0.01 -0.01
H 0.01 0.01 0.01
H 0.01 0.03 -0.02
H 0.01 0.01 0.00
H 0.00 0.00 0.00
H 0.00 -0.01 0.01
H 0.00 0.00 0.00
H 0.01 0.00 -0.01
H 0.00 0.00 0.01
H 0.01 -0.01 0.00
H 0.02 -0.05 0.01
H -0.04 0.00 -0.03
H -0.01 0.00 -0.01
H -0.01 0.00 0.00
H 0.01 0.01 0.01
H 0.01 -0.01 -0.01
H -0.03 -0.01 0.01
H -0.01 -0.01 0.03
H 0.01 0.00 -0.02
H 0.01 0.00 0.01
H 0.01 0.00 0.01
H 0.00 -0.01 0.00
H 0.03 -0.03 0.00
H 0.01 -0.01 0.00
H -0.02 0.03 -0.02
H 0.04 0.00 -0.02
H -0.01 0.01 0.01
H -0.01 -0.01 0.01
H 0.00 0.00 0.00
H 0.01 0.00 0.01
H 0.03 0.01 0.02
H -0.01 0.01 0.00
H 0.00 0.01 0.01
H 0.00 0.00 0.01
H 0.01 -0.01 -0.01
H 0.01 -0.01 0.00
H -0.01 -0.01 -0.01
O -0.04 -0.01 -0.03
C -0.03 0.05 0.03
O 0.02 -0.03 0.00
C 0.04 0.09 -0.02
C 0.10 -0.05 0.01
C 0.03 0.12 -0.17
C -0.09 0.02 0.02
C 0.01 -0.07 0.01
C 0.02 0.01 -0.09
N 0.07 0.12 -0.19
O -0.12 0.00 0.06
O 0.08 -0.02 0.15
N -0.04 -0.31 0.67
O -0.05 0.17 -0.20
O 0.03 0.01 -0.31
H -0.02 0.02 -0.01
H 0.01 0.00 0.00
H 0.01 0.01 0.04

# C27H43AuN5OPS

C27H43AuN5OPS as an isolated structure (the ωB97M-V functional and the def2-TZVPD basis, OMol25).

2S+1: 3
Largest force on an atom, eV/A: 0.47
E_LUMO (alpha / beta), eV: 0.63 / -1.50
Relative energy (zero: lowest compared OMol25 entry of this formula, charge and spin), kcal/mol: 17.7

Each line ends with the Mulliken charge.
Atoms and positions in Å:
Au1 -1.12098 -0.48433 -0.97263  0.4865
S1 -4.63627 -1.11201 -3.78617  -0.2368
C1 -3.47819 -0.10965 -4.54459  -0.4363
C2 -2.40187 0.10633 -3.74195  -0.9399
C3 -2.49097 -0.52809 -2.46464  -0.5057
C4 -3.66874 -1.22982 -2.35287  0.7232
C5 -4.12082 -2.04477 -1.21918  0.7672
C6 -5.02237 -3.10058 -1.38821  -0.9963
C7 -5.39157 -3.85780 -0.29304  -0.4053
C8 -4.85106 -3.55885 0.94846  -0.8091
C9 -3.96597 -2.49659 1.02675  -0.0784
N1 -3.61505 -1.75051 -0.01531  -0.0655
H1 -3.65132 0.26523 -5.54158  0.4503
H2 -1.55480 0.70240 -4.05415  0.3943
H3 -5.40648 -3.33127 -2.37329  0.3485
H4 -6.08523 -4.68140 -0.40919  0.4225
H5 -5.10372 -4.13080 1.83072  0.3929
H6 -3.51353 -2.22357 1.97507  0.4181
N2 0.09000 -0.43795 0.68048  -0.6661
P1 1.13438 0.77425 0.78613  -0.7698
N3 2.09933 0.92333 -0.54295  1.3571
C10 3.05265 2.01839 -0.71054  -0.9705
C11 3.24873 2.30170 -2.19518  -0.8574
C12 3.69631 1.04171 -2.93427  -0.9603
C13 2.72713 -0.10792 -2.66994  -0.3565
C14 2.54411 -0.33015 -1.17799  -0.4521
N4 1.97669 0.58127 2.19400  0.5616
C15 1.92535 -0.63687 3.00505  -0.6883
C16 1.63857 -0.29722 4.46189  -0.6231
C17 2.65936 0.70645 4.99326  -0.8375
C18 2.70816 1.94574 4.10272  -0.5637
C19 2.96312 1.55770 2.65027  -0.6132
N5 0.39986 2.25565 0.89374  0.4943
C20 -0.05795 2.90271 -0.35865  0.2128
C21 -0.96283 4.08077 -0.03778  -1.1780
C22 -2.24173 3.62228 0.67582  -0.7176
C23 -1.94692 2.43571 1.60946  -0.1578
C24 -0.49120 2.46425 2.05464  -0.4161
H7 4.01859 1.75077 -0.25722  0.4048
H8 2.68073 2.90557 -0.19624  0.6216
H9 3.97729 3.10664 -2.31619  0.3794
H10 2.29931 2.65078 -2.61266  0.2847
H11 4.69718 0.75946 -2.58695  0.3205
H12 3.77843 1.24026 -4.00466  0.4305
H13 3.08102 -1.03418 -3.12629  0.4397
H14 1.74512 0.10395 -3.10273  0.0170
H15 3.49279 -0.65268 -0.72346  0.2657
H16 1.79213 -1.10522 -1.02121  -0.0077
H17 2.89284 -1.15192 2.93564  0.3809
H18 1.16355 -1.29185 2.59111  0.2626
H19 1.65249 -1.21392 5.05528  0.4024
H20 0.62949 0.12082 4.53734  0.2712
H21 3.64928 0.23596 5.00775  0.2992
H22 2.42783 0.98551 6.02277  0.3873
H23 3.48989 2.63212 4.43566  0.3889
H24 1.75658 2.48259 4.16276  0.1851
H25 3.97066 1.12951 2.55791  0.3757
H26 2.91810 2.43879 2.01269  0.3066
H27 -0.60018 2.18625 -0.98512  0.0892
H28 0.81306 3.23288 -0.92463  -0.0111
H29 -1.20218 4.59734 -0.96795  0.4337
H30 -0.41364 4.79472 0.58220  0.3412
H31 -2.99667 3.33443 -0.05769  0.3560
H32 -2.65452 4.45737 1.24533  0.3146
H33 -2.12129 1.48697 1.09227  -0.1741
H34 -2.60548 2.44709 2.47940  0.4997
H35 -0.29218 1.68604 2.78846  0.0538
H36 -0.24963 3.42278 2.52440  0.3962
C25 0.14605 -3.83209 -0.29539  -1.3333
C26 -0.41486 -3.31448 -1.61627  1.4189
C27 -0.08259 -4.24167 -2.77994  -1.7189
O1 0.10241 -2.04888 -1.92518  -0.5495
H37 -0.24268 -4.82557 -0.05584  0.4838
H38 -0.11991 -3.14916 0.51474  0.1592
H39 1.23632 -3.89118 -0.35500  0.2804
H40 -1.51119 -3.26785 -1.53062  -0.3109
H41 1.00097 -4.31639 -2.90060  0.3622
H42 -0.50607 -3.84477 -3.70295  0.3713
H43 -0.48323 -5.24252 -2.60527  0.3933

Cartesian forces, eV/Å:
Au -0.14 -0.13 -0.01
S 0.01 0.04 0.01
C -0.02 -0.05 -0.02
C 0.05 0.04 0.01
C -0.10 0.04 0.16
C 0.11 0.09 -0.16
C -0.05 -0.07 0.12
C -0.01 0.00 0.00
C -0.02 0.00 -0.03
C 0.00 0.00 0.02
C 0.02 0.01 -0.04
N 0.05 0.01 -0.01
H 0.00 -0.02 0.02
H 0.00 -0.01 0.01
H 0.01 -0.01 0.01
H 0.01 0.01 0.00
H 0.00 0.01 0.00
H -0.01 0.00 -0.01
N -0.17 -0.09 -0.07
P 0.35 0.32 0.00
N 0.01 -0.10 0.06
C 0.02 0.01 -0.02
C 0.01 -0.03 -0.01
C -0.03 0.00 0.00
C 0.00 0.00 0.01
C -0.02 0.03 0.01
N -0.08 0.00 0.03
C 0.00 0.03 -0.01
C 0.01 0.01 -0.01
C -0.01 0.00 0.00
C -0.01 -0.02 0.01
C 0.00 -0.02 -0.01
N 0.01 -0.08 0.08
C -0.01 0.05 -0.02
C -0.01 -0.01 0.01
C 0.03 -0.01 0.02
C 0.01 0.02 0.00
C -0.04 0.04 -0.06
H 0.00 0.01 0.00
H 0.05 -0.03 0.02
H 0.01 0.00 0.00
H 0.00 0.00 0.00
H -0.01 0.00 0.00
H 0.00 0.00 0.01
H 0.01 0.01 0.00
H 0.01 0.01 0.00
H 0.02 0.01 0.00
H 0.03 0.03 0.00
H 0.00 0.00 -0.01
H -0.01 -0.01 0.00
H 0.01 0.00 0.00
H 0.01 0.00 0.00
H -0.01 0.00 0.00
H 0.00 0.00 0.00
H 0.00 0.00 0.00
H 0.00 -0.01 0.00
H 0.00 0.00 -0.01
H -0.01 0.02 -0.01
H -0.01 -0.02 -0.03
H -0.10 0.01 0.01
H -0.01 0.01 0.00
H 0.00 -0.01 0.00
H 0.01 -0.01 0.00
H -0.02 0.00 -0.01
H -0.01 0.00 0.01
H 0.00 0.02 0.00
H 0.02 -0.02 0.01
H 0.00 0.01 0.02
C -0.05 0.00 0.03
C -0.04 -0.05 0.06
C 0.03 0.01 -0.03
O 0.03 -0.05 -0.12
H 0.00 0.01 -0.01
H 0.02 -0.01 -0.01
H 0.00 0.00 0.00
H 0.00 -0.01 -0.04
H -0.01 0.00 0.00
H 0.00 -0.01 0.01
H 0.00 0.00 0.00

# C27H43BInN7O3PS2

C27H43BInN7O3PS2 as an isolated structure (the ωB97M-V functional and the def2-TZVPD basis, OMol25).

Largest force on an atom, eV/A: 0.14
E_LUMO, eV: -8.31
Net charge: +3

Each line ends with the Mulliken charge.
Atoms and positions in Å:
In1 0.08686 -0.62532 -0.74004  1.7654
C1 -3.24897 -1.64979 2.33545  -1.9476
C2 -2.37040 -1.40691 1.15297  0.7200
N1 -1.13013 -1.08143 1.20082  0.4202
N2 -0.49466 -0.95375 2.40347  -0.6780
C3 0.85636 -0.91997 2.47627  0.8884
N3 1.37093 -0.87736 3.69910  -0.4453
S1 1.87554 -0.94605 1.12549  -0.4258
C4 -2.92765 -1.58401 -0.21837  1.0104
C5 -4.23945 -1.96183 -0.43309  -0.9785
C6 -4.68071 -2.13907 -1.74160  -0.7957
C7 -3.79959 -1.92977 -2.78397  -1.1571
C8 -2.49696 -1.54898 -2.48690  -0.2262
N4 -2.07266 -1.38806 -1.23583  0.1648
H1 -2.88619 -1.20585 3.25908  0.5767
H2 -4.23825 -1.23088 2.16422  0.4452
H3 -3.36268 -2.72595 2.48877  0.3482
H4 -1.03892 -1.03587 3.25010  0.1195
H5 0.81031 -0.90882 4.53737  0.1860
H6 2.37259 -0.88252 3.80963  0.2242
H7 -4.92044 -2.12613 0.38808  0.4387
H8 -5.70356 -2.43460 -1.93333  0.4930
H9 -4.10509 -2.05149 -3.81338  0.5176
H10 -1.77284 -1.35507 -3.26754  0.7567
C9 4.06045 4.96998 1.45216  -0.7991
N5 3.65938 4.33745 0.10761  0.0748
C10 2.72189 5.31859 -0.61582  -0.0949
N6 1.60977 5.64997 0.19802  0.1825
C11 2.05686 6.22883 1.46523  -0.9062
N7 2.90994 5.30405 2.20898  0.1693
C12 2.18170 4.13059 2.69461  -1.0295
P1 1.44436 3.10430 1.32452  0.5148
C13 2.99496 3.00371 0.29576  -0.4532
C14 0.69080 4.52705 0.39499  -0.1729
H11 4.63784 5.86110 1.20504  0.3808
H12 4.69217 4.24808 1.96846  0.3719
H13 4.50055 4.21673 -0.45875  0.3747
H14 2.41320 4.82756 -1.53780  -0.3704
H15 3.32200 6.20155 -0.83714  0.4675
H16 1.18963 6.48668 2.06962  0.3788
H17 2.61936 7.14026 1.25951  0.3290
H18 1.37811 4.46408 3.35339  0.4702
H19 2.85151 3.51572 3.29946  0.4108
H20 2.74218 2.61439 -0.69219  0.1201
H21 3.71377 2.33359 0.76968  0.5021
H22 -0.18407 4.88216 0.94210  0.6649
H23 0.34265 4.16144 -0.57205  -0.4749
C15 1.49449 -4.88125 -2.21605  -1.1373
S2 0.10379 -3.79074 -2.01589  0.5301
O1 0.77618 -2.45719 -1.62801  -0.4829
C16 -0.61667 -4.43057 -0.52580  0.6635
C17 0.06538 -4.34208 0.68365  -0.4654
C18 -0.53380 -4.85336 1.82364  -0.7898
C19 -1.79273 -5.44489 1.74644  -0.6380
C20 -2.46295 -5.52160 0.53314  -0.6820
C21 -1.87610 -5.00544 -0.61575  -0.4128
H24 2.11933 -4.84268 -1.32620  0.3523
H25 2.04193 -4.54859 -3.09569  0.4815
H26 1.10017 -5.88455 -2.37760  0.4422
H27 1.04990 -3.89202 0.72937  0.4679
H28 -0.00568 -4.82718 2.76830  0.5091
H29 -2.24218 -5.86877 2.63521  0.5012
H30 -3.43177 -5.99958 0.47601  0.4662
H31 -2.38368 -5.06916 -1.57129  0.4826
C22 1.13513 0.76362 -5.15760  -1.8895
C23 0.06954 1.58692 -4.45205  1.2515
C24 -1.05484 1.94494 -5.39759  -1.8617
O2 -0.47131 0.71909 -3.38128  -0.2480
B1 0.22766 1.02130 -2.25657  -0.3984
O3 0.97699 2.15135 -2.32622  -0.3351
C25 0.64902 2.78186 -3.63727  1.5362
C26 1.91808 3.37035 -4.21442  -1.8525
C27 -0.37731 3.86583 -3.35931  -1.9411
H32 0.68122 -0.14709 -5.54674  0.5095
H33 1.94409 0.48403 -4.48062  0.3168
H34 1.55865 1.31050 -5.99905  0.3876
H35 -1.39545 1.04831 -5.91419  0.4605
H36 -0.70180 2.64700 -6.15434  0.3859
H37 -1.90214 2.38752 -4.87880  0.3931
H38 2.72267 2.64067 -4.26595  0.4143
H39 2.24957 4.21569 -3.61027  0.3749
H40 1.72995 3.75013 -5.21952  0.4283
H41 -1.27772 3.46204 -2.89466  0.3329
H42 -0.66343 4.36636 -4.28354  0.4472
H43 0.04833 4.62557 -2.70264  0.4671

Cartesian forces, eV/Å:
In -0.01 -0.03 -0.09
C -0.01 0.00 0.00
C 0.03 0.01 -0.05
N -0.06 -0.02 0.05
N 0.04 -0.02 -0.03
C -0.03 0.01 0.03
N 0.02 -0.01 0.01
S -0.06 0.02 -0.05
C 0.01 -0.01 0.02
C 0.01 -0.01 -0.01
C 0.01 0.00 -0.02
C 0.00 0.00 0.01
C 0.01 0.00 0.01
N -0.07 0.01 0.10
H 0.00 0.00 0.00
H 0.00 0.00 0.00
H 0.00 -0.01 0.00
H -0.01 -0.01 -0.01
H 0.00 0.00 0.00
H 0.00 0.00 0.00
H 0.00 0.01 0.01
H 0.00 0.00 0.00
H 0.01 0.00 -0.01
H 0.00 0.02 -0.01
C 0.00 0.01 0.01
N 0.01 -0.01 -0.01
C 0.00 0.01 -0.01
N 0.00 0.01 0.01
C 0.00 0.01 0.00
N 0.01 0.00 0.01
C -0.01 -0.01 -0.02
P 0.01 0.01 0.02
C 0.00 0.01 0.02
C -0.02 -0.03 0.01
H 0.00 0.00 0.00
H 0.00 0.00 0.00
H 0.00 0.00 0.01
H 0.00 0.01 0.01
H 0.00 0.00 0.00
H 0.00 0.00 0.00
H 0.00 0.00 0.00
H 0.00 0.00 0.00
H 0.00 0.00 0.00
H 0.01 -0.01 0.01
H 0.01 0.01 -0.02
H 0.00 0.00 0.00
H 0.01 0.02 0.00
C 0.03 -0.02 -0.02
S -0.10 0.07 -0.01
O 0.07 -0.06 0.08
C 0.06 0.06 0.01
C -0.02 -0.03 0.02
C 0.02 0.01 -0.01
C -0.01 0.00 -0.01
C 0.00 -0.01 0.02
C -0.01 0.00 -0.02
H 0.00 0.00 0.01
H 0.00 0.00 0.00
H 0.01 -0.01 0.00
H 0.00 0.00 -0.01
H 0.00 0.00 0.00
H 0.00 0.00 0.00
H 0.00 0.00 0.00
H -0.01 0.01 0.00
C -0.01 0.00 -0.02
C -0.01 -0.04 0.03
C 0.00 -0.01 -0.01
O 0.12 0.07 0.01
B -0.05 -0.09 -0.08
O 0.01 0.01 -0.02
C -0.02 0.00 0.05
C 0.00 0.00 0.01
C 0.01 0.03 -0.01
H 0.00 0.00 0.01
H 0.00 0.00 0.00
H 0.00 0.00 0.00
H 0.00 0.00 -0.01
H -0.01 0.00 0.00
H 0.00 0.00 0.00
H 0.00 -0.02 -0.01
H -0.02 0.01 -0.03
H 0.01 0.00 0.00
H 0.00 0.00 0.00
H -0.01 0.00 0.00
H 0.00 -0.01 0.02